{
  "formula": "C4H4N2O2",
  "method": "ωB97M-V with the def2-TZVPD basis set",
  "smiles": "O=CCc1cnno1",
  "charge": 0,
  "e_above_lowest_ev": 3.071,
  "e_lumo_ev": 0.5,
  "homo_ev": -10.226,
  "e_tot_ev": -11285.469,
  "symbols": ["C", "C", "C", "C", "H", "H", "H", "H", "N", "N", "O", "O"],
  "coordinates": [[-1.9707, -0.0333, -0.0157], [-0.6994, -0.8887, -0.0075], [0.5346, -0.0960, -0.0560], [0.9891, 1.1818, 0.0012], [-2.9486, -0.5598, 0.0613], [-0.7227, -1.6297, -0.8172], [-0.6198, -1.5069, 0.9597], [0.5591, 2.1703, -0.0394], [2.3472, 1.1043, 0.0167], [2.7760, -0.0546, -0.0349], [-1.8740, 1.1856, -0.0379], [1.6293, -0.8730, -0.0301]]
}